No. 1
This record from the OMol25 dataset describes one molecule with the formula C6H11N. The level of theory is ωB97M-V/def2-TZVPD.

Values from the calculation:
E_HOMO (eV): -7.569
SMILES string: C=C(/C=C/C)NC
Relative energy (zero: lowest compared OMol25 entry of this formula, charge and spin) (kcal per mole): 70.8
Strongest force on any atom (eV/Å): 3.93
Electronic energy (Ha): -289.85885
HOMO-LUMO gap (eV): 8.62

The geometry in ORCA input format:
```
! wB97M-V def2-TZVPD RIJCOSX def2/J DEFGRID3
* xyz 0 1
C -0.048 -2.338 0.875
N -1.194 -1.518 0.665
C -1.035 -0.193 0.253
C -1.859 0.759 0.768
C 1.868 1.772 -1.390
C 0.666 1.184 -0.569
C -0.069 0.032 -0.762
H 0.660 -2.061 1.647
H -0.285 -3.426 1.029
H 0.571 -2.262 -0.031
H -1.789 -1.403 1.557
H -1.801 1.886 0.712
H -2.854 0.656 1.174
H 1.640 2.824 -1.429
H 1.965 1.344 -2.404
H 2.935 1.654 -0.917
H 0.496 1.915 0.364
H 0.134 -0.824 -1.543
*
```



No. 2
This record from the OMol25 dataset describes C24H62AsF6N2O14P2S3 as an isolated structure. The level of theory is ωB97M-V/def2-TZVPD.

Values from the calculation:
E_HOMO (eV): -11.803
Strongest force on any atom (eV/Å): 2.65
Electronic energy (Ha): -6826.88508
HOMO-LUMO gap (eV): 8.11

The geometry in ORCA input format:
```
! wB97M-V def2-TZVPD RIJCOSX def2/J DEFGRID3
* xyz 1 1
N 0.292 0.653 5.063
H -0.010 -0.318 5.138
H 0.754 0.973 5.912
H -0.505 1.283 4.724
H 1.080 0.640 4.294
N -0.860 -3.973 3.748
H -1.503 -4.124 2.958
H -0.885 -3.019 4.133
H 0.108 -4.126 3.359
H -0.973 -4.627 4.534
As -0.289 -1.200 1.240
F -1.476 -1.057 2.507
F 0.523 -2.297 2.321
F 0.907 -1.467 0.063
F -1.173 -0.169 0.220
F 0.638 0.089 1.855
F -1.191 -2.512 0.607
C 0.446 1.797 -2.296
C 1.449 2.687 -3.001
C 1.824 3.713 -1.956
S 0.287 4.133 -1.102
O -0.358 5.224 -1.757
O 0.569 4.205 0.318
C -0.589 2.633 -1.567
H 0.974 1.140 -1.587
H 0.003 1.051 -2.958
H 0.967 3.221 -3.828
H 2.280 2.123 -3.410
H 2.230 4.689 -2.224
H 2.496 3.291 -1.203
H -1.387 2.889 -2.262
H -1.004 2.073 -0.738
C -4.532 2.786 2.187
C -3.268 3.575 1.858
C -2.853 4.181 3.181
S -3.185 2.926 4.424
O -4.063 3.464 5.408
O -1.956 2.229 4.800
C -4.130 1.884 3.306
H -4.897 2.171 1.361
H -5.379 3.446 2.393
H -3.433 4.349 1.111
H -2.514 2.890 1.457
H -3.575 4.968 3.432
H -1.897 4.703 3.230
H -4.954 1.433 3.847
H -3.426 1.156 2.910
C 3.003 -6.685 -0.148
C 1.920 -5.999 -0.890
C 1.415 -4.923 0.037
S 1.630 -5.586 1.683
O 0.323 -5.873 2.249
O 2.527 -4.736 2.406
C 2.447 -7.103 1.191
H 3.853 -6.007 -0.007
H 3.469 -7.557 -0.616
H 1.033 -6.606 -1.122
H 2.229 -5.694 -1.887
H 0.531 -4.346 -0.221
H 2.166 -4.123 -0.038
H 1.635 -7.808 1.013
H 3.131 -7.472 1.940
C 1.886 4.074 3.277
C 3.370 4.189 3.134
O 4.130 3.108 3.654
P 3.814 1.629 3.209
O 2.532 1.099 3.670
O 3.984 1.654 1.670
C 3.241 0.766 0.780
C 4.070 0.624 -0.462
O 5.074 0.869 3.737
C 5.559 1.086 5.113
C 5.204 -0.074 6.006
H 1.455 3.252 2.682
H 1.520 3.865 4.286
H 1.380 4.940 2.843
H 3.606 4.292 2.076
H 3.667 5.111 3.621
H 2.977 -0.205 1.177
H 2.330 1.307 0.541
H 4.094 1.627 -0.909
H 5.115 0.472 -0.209
H 3.552 -0.065 -1.115
H 6.637 1.188 4.970
H 5.235 2.075 5.422
H 5.059 -1.056 5.565
H 6.037 -0.262 6.712
H 4.398 0.105 6.733
C -0.693 1.317 -7.274
C -1.476 0.073 -7.599
O -1.857 -0.542 -6.343
P -3.339 -0.910 -5.963
O -4.318 0.147 -6.223
O -3.185 -1.272 -4.434
C -2.865 -0.151 -3.600
C -3.152 -0.509 -2.170
O -3.607 -2.328 -6.567
C -4.665 -2.550 -7.530
C -5.895 -3.199 -6.890
H -1.373 2.040 -6.827
H 0.114 1.029 -6.594
H -0.212 1.818 -8.115
H -2.395 0.370 -8.132
H -0.952 -0.597 -8.283
H -1.814 0.147 -3.677
H -3.476 0.701 -3.912
H -2.618 -1.379 -1.789
H -2.965 0.318 -1.477
H -4.213 -0.704 -1.954
H -5.027 -1.586 -7.904
H -4.305 -3.147 -8.361
H -5.661 -4.181 -6.473
H -6.195 -2.603 -6.027
H -6.657 -3.236 -7.663
*
```



No. 3
This record from the OMol25 dataset describes C4H22BO19 as an isolated structure. The level of theory is ωB97M-V/def2-TZVPD.

Values from the calculation:
E_HOMO (eV): -8.292
Relative energy (zero: lowest compared OMol25 entry of this formula, charge and spin) (kcal per mole): 132.4
Strongest force on any atom (eV/Å): 14.22
Electronic energy (Ha): -1620.21052
HOMO-LUMO gap (eV): 9.09

The geometry in ORCA input format:
```
! wB97M-V def2-TZVPD RIJCOSX def2/J DEFGRID3
* xyz -1 1
O -0.413 1.761 3.098
C -0.052 0.991 2.119
O -0.043 1.328 0.935
B 0.541 0.144 0.277
O 0.710 -0.894 1.316
C 0.430 -0.288 2.393
O 0.190 -0.890 3.446
O 1.837 0.584 -0.299
C 1.647 0.604 -1.598
O 2.592 0.755 -2.370
C 0.493 0.023 -1.902
O -0.332 -0.262 -0.859
O 0.071 -0.381 -3.035
O 1.901 -3.158 -0.467
H 2.266 -4.050 -0.272
H 1.306 -2.963 0.210
O -2.078 -0.769 -4.544
H -2.612 -1.438 -4.238
H -1.377 -0.675 -3.749
O -1.125 -0.452 5.784
H -0.449 -0.634 5.150
H -1.712 -1.098 5.516
O 2.173 -2.344 -3.168
H 1.885 -2.336 -2.365
H 1.408 -1.894 -3.647
O -0.202 -3.655 3.955
H 0.502 -4.197 3.947
H 0.017 -2.771 3.694
O 3.569 1.177 -4.825
H 3.345 1.261 -3.931
H 3.015 0.444 -5.166
O -1.819 4.064 2.107
H -1.376 3.271 2.772
H -2.748 3.912 1.984
O -0.181 -2.461 -5.769
H -0.788 -2.754 -6.435
H -0.663 -1.669 -5.412
O -3.292 0.665 -0.564
H -3.459 1.337 -0.094
H -2.997 0.850 -1.436
O 0.095 3.841 -0.076
H -0.631 3.836 0.427
H 0.608 3.308 0.428
O -0.673 2.972 5.596
H -0.679 2.383 6.311
H -0.891 2.521 4.744
*
```



No. 4
This record from the OMol25 dataset describes C22H49N2P3PmS2 as an isolated structure. The level of theory is ωB97M-V/def2-TZVPD.

Values from the calculation:
E_HOMO (alpha / beta) (eV): -14.975 / -14.975
Relative energy (zero: lowest compared OMol25 entry of this formula, charge and spin) (kcal per mole): 2.5
Strongest force on any atom (eV/Å): 2.19
Electronic energy (Ha): -3405.05073
HOMO-LUMO gap (alpha / beta) (eV): 4.63 / 4.81

The geometry in ORCA input format:
```
! wB97M-V def2-TZVPD RIJCOSX def2/J DEFGRID3
* xyz 3 5
Pm -0.071 0.292 -0.085
P -0.247 -2.041 1.649
P 2.077 -0.784 -1.792
P -1.572 -1.466 -1.701
H -0.848 3.132 -0.185
C -1.667 2.408 -0.065
C -1.927 1.701 1.082
H -1.337 1.780 2.011
C 0.440 -1.925 3.351
C 0.506 -3.655 1.171
C -1.940 -2.607 2.101
C 2.398 0.482 -3.093
C 3.776 -0.930 -1.119
C 2.054 -2.311 -2.813
C -3.320 -1.102 -1.254
C -1.667 -3.261 -2.013
C -1.370 -0.831 -3.416
H -2.397 2.418 -0.872
H -2.802 1.039 1.153
H -0.011 -1.064 3.862
H 1.529 -1.776 3.333
H 0.214 -2.851 3.904
H 1.598 -3.548 1.130
H 0.156 -3.974 0.182
H 0.253 -4.423 1.916
H -2.449 -1.796 2.637
H -1.872 -3.486 2.758
H -2.526 -2.860 1.209
H 3.225 0.148 -3.736
H 2.669 1.433 -2.615
H 1.497 0.628 -3.702
H 4.491 -0.994 -1.951
H 3.859 -1.842 -0.513
H 4.016 -0.057 -0.499
H 2.988 -2.369 -3.391
H 1.205 -2.322 -3.507
H 1.999 -3.186 -2.152
H -3.962 -1.393 -2.096
H -3.474 -0.030 -1.051
H -3.598 -1.681 -0.361
H -2.414 -3.437 -2.802
H -1.977 -3.785 -1.099
H -0.689 -3.632 -2.350
H -2.246 -1.145 -4.000
H -0.452 -1.239 -3.858
H -1.303 0.265 -3.437
C -4.876 2.812 -3.840
C -4.771 3.339 -5.143
C -5.590 4.401 -5.531
C -6.527 4.936 -4.639
C -6.697 4.350 -3.376
C -5.883 3.287 -2.984
S -3.745 1.616 -3.261
H -2.902 2.424 -2.550
H -4.030 2.913 -5.816
H -5.493 4.821 -6.537
H -7.123 5.810 -4.920
H -7.459 4.730 -2.693
H -5.989 2.820 -2.004
C 3.845 2.221 5.906
C 2.973 1.261 5.111
N 2.883 1.713 3.695
C 2.860 0.877 2.647
S 2.098 1.390 1.181
N 3.499 -0.335 2.769
C 4.908 -0.361 3.243
C 5.249 -1.688 3.880
H 4.784 2.458 5.390
H 4.100 1.772 6.871
H 3.311 3.160 6.095
H 3.363 0.236 5.127
H 1.949 1.231 5.518
H 2.382 2.591 3.539
H 3.371 -0.923 1.938
H 5.580 -0.183 2.388
H 5.061 0.466 3.939
H 5.199 -2.503 3.150
H 6.276 -1.641 4.262
H 4.584 -1.926 4.722
*
```



No. 5
This record from the OMol25 dataset describes C34H29Cl5N2O3P2PdS2 as an isolated structure. The level of theory is ωB97M-V/def2-TZVPD.

Values from the calculation:
E_HOMO (eV): -7.190
Relative energy (zero: lowest compared OMol25 entry of this formula, charge and spin) (kcal per mole): 60.5
Strongest force on any atom (eV/Å): 0.55
Electronic energy (Ha): -5556.03094
HOMO-LUMO gap (eV): 6.37

The geometry in ORCA input format:
```
! wB97M-V def2-TZVPD RIJCOSX def2/J DEFGRID3
* xyz 0 1
Pd -0.245 -0.067 0.762
Cl 2.975 -0.652 0.712
C 2.473 0.854 1.412
C 1.124 1.132 1.524
C 0.694 2.208 2.314
Cl -0.723 0.632 5.588
C 1.637 3.068 2.859
Cl 1.180 4.463 3.779
C 3.005 2.838 2.660
Cl 4.175 3.923 3.312
C 3.425 1.717 1.954
Cl 5.108 1.393 1.753
O -3.920 0.299 -2.849
N -3.062 -0.406 -2.345
O -2.764 -0.393 -1.170
C -3.057 -5.196 -0.732
O -1.913 -4.443 -0.334
C -2.084 -3.354 0.436
S -3.582 -2.899 0.981
S -0.561 -2.662 0.857
H -2.664 -6.006 -1.341
H -3.744 -4.576 -1.307
H -3.586 -5.586 0.138
N 0.344 0.320 -1.217
P 1.045 0.292 -2.534
C 2.678 -0.336 -2.916
C 2.835 -1.459 -3.727
C 4.106 -1.946 -3.982
C 5.215 -1.310 -3.438
C 5.059 -0.189 -2.635
C 3.790 0.300 -2.368
C -2.327 -1.324 -3.237
C -2.626 -1.318 -4.590
C -1.894 -2.143 -5.428
C -0.896 -2.960 -4.905
C -0.627 -2.956 -3.543
C -1.343 -2.124 -2.692
C 0.284 1.009 -3.980
C 0.848 0.913 -5.250
C 0.185 1.470 -6.333
C -1.024 2.126 -6.147
C -1.578 2.234 -4.877
C -0.927 1.676 -3.791
H 1.967 -1.956 -4.145
H 4.232 -2.824 -4.601
H 6.206 -1.694 -3.638
H 5.922 0.299 -2.203
H 3.663 1.162 -1.726
H -3.404 -0.670 -4.963
H -2.105 -2.153 -6.489
H -0.336 -3.611 -5.564
H 0.130 -3.607 -3.124
H -1.134 -2.098 -1.632
H 1.796 0.412 -5.395
H 0.616 1.395 -7.323
H -1.537 2.559 -6.996
H -2.520 2.746 -4.730
H -1.339 1.753 -2.793
C -1.748 -1.714 4.012
P -0.648 -0.329 3.772
C 1.044 -0.929 3.792
C -1.215 0.690 2.434
C -2.702 0.545 2.298
C -3.500 1.509 2.772
C -2.946 2.656 3.493
C -1.655 2.975 3.391
C -0.819 2.185 2.414
H -2.710 -1.342 4.361
H -1.308 -2.377 4.756
H -1.878 -2.239 3.063
H 1.147 -1.545 4.686
H 1.741 -0.095 3.842
H 1.223 -1.525 2.898
H -3.096 -0.353 1.831
H -4.574 1.424 2.661
H -3.604 3.238 4.126
H -1.250 3.817 3.927
H -1.158 2.518 1.420
*
```



No. 6
This record from the OMol25 dataset describes C22H18N4O5S7Ti as an isolated structure. The level of theory is ωB97M-V/def2-TZVPD.

Values from the calculation:
E_HOMO (alpha / beta) (eV): -4.183 / -4.276
Relative energy (zero: lowest compared OMol25 entry of this formula, charge and spin) (kcal per mole): 30.8
Strongest force on any atom (eV/Å): 2.42
Electronic energy (Ha): -5081.42663
HOMO-LUMO gap (alpha / beta) (eV): 5.91 / 5.66

The geometry in ORCA input format:
```
! wB97M-V def2-TZVPD RIJCOSX def2/J DEFGRID3
* xyz -1 2
Ti 0.827 -0.475 -0.774
O -1.011 2.868 1.500
C -1.116 2.184 2.661
C -1.796 2.845 3.688
C -1.945 2.263 4.929
C -1.411 1.002 5.185
C -0.749 0.341 4.174
C -0.599 0.902 2.903
C 0.093 0.125 1.869
O -0.119 0.486 0.624
N 0.939 -0.822 2.154
N 1.486 -1.241 0.975
C 2.533 -2.029 1.009
C 3.188 -2.229 -0.238
C 4.310 -3.044 -0.439
C 4.846 -3.146 -1.701
C 4.279 -2.427 -2.756
C 3.195 -1.619 -2.488
N 2.665 -1.523 -1.268
H -0.384 2.446 0.886
H -2.189 3.830 3.473
H -2.475 2.798 5.708
H -1.526 0.541 6.157
H -0.347 -0.651 4.331
H 2.890 -2.434 1.947
H 4.731 -3.588 0.396
H 5.706 -3.781 -1.874
H 4.670 -2.489 -3.761
H 2.718 -1.020 -3.254
S 0.084 -3.297 -6.907
C -0.119 -2.712 -5.373
S -0.749 -1.145 -5.023
C -0.679 -1.228 -3.277
C -0.181 -2.389 -2.775
S -0.037 -2.692 -1.069
S 0.303 -3.587 -3.950
S -1.211 0.101 -2.310
S -2.898 -1.883 1.515
C -3.767 -0.552 1.029
N -3.113 0.538 0.517
C -3.698 1.681 0.103
C -5.047 1.832 0.178
C -5.796 0.746 0.689
C -5.187 -0.400 1.098
H -2.104 0.437 0.416
H -3.019 2.434 -0.269
H -5.513 2.747 -0.152
H -6.875 0.827 0.758
H -5.748 -1.237 1.488
C 3.382 2.899 -2.074
S 2.149 2.085 -1.094
O 1.625 1.006 -2.005
O 1.154 3.076 -0.764
O 2.786 1.417 0.023
H 2.931 3.178 -3.023
H 4.217 2.221 -2.233
H 3.699 3.784 -1.527
*
```